15
Properties=species:S:1:pos:R:3:mulliken_charge:R:1 method="wB97M-V/def2-TZVPD" spin_multiplicity=1 max_force_ev_per_a=0.413 gap_ha=0.2887 relative_energy_kcal_mol=136.2 e_tot_ev=-9403.926
O 2.15918 -0.70719 -0.19147 -0.27
C 0.96686 -0.25011 -0.05694 -0.28
C 0.56727 1.13070 -0.52395 -0.79
C -0.92507 0.80136 -0.69500 -0.10
C -1.29957 0.09142 0.61648 -0.49
C -0.37212 -0.95013 -0.02316 -0.03
O -0.84226 -0.50089 -1.33990 -0.47
H 2.00682 -1.38948 0.64719 0.18
H 1.17178 -1.26782 1.67057 0.10
H 0.80443 1.89032 0.22848 0.31
H 1.07197 1.38081 -1.46158 0.31
H -1.56941 1.51387 -1.20991 0.44
H -1.01039 0.53161 1.57319 0.27
H -2.33480 -0.25302 0.61348 0.27
H -0.39471 -2.02145 0.15253 0.55



15
Properties=species:S:1:pos:R:3:mulliken_charge:R:1 method="wB97M-V/def2-TZVPD" spin_multiplicity=1 max_force_ev_per_a=1.226 gap_ha=0.2929 relative_energy_kcal_mol=113.5 e_tot_ev=-9404.912
O -1.37058 2.19442 -0.77351 -0.51
C -0.33791 1.65628 0.03898 -0.55
C -0.43869 0.16506 0.08865 -0.32
C 0.52139 -0.69391 -0.62246 0.00
C 0.52922 -2.07896 -0.32832 -1.01
C 0.35110 -1.19795 1.79852 0.18
O 1.14217 -1.11497 2.63083 -0.29
H -1.39126 3.15118 -0.64188 0.31
H -0.42065 2.02402 1.07063 0.33
H 0.65821 1.94753 -0.32998 0.28
H -1.44469 -0.23305 0.18702 0.44
H -0.23776 -0.30157 -1.43021 0.23
H 1.49104 -0.22626 -0.81923 0.29
H 1.36428 -2.69231 -0.66404 0.30
H -0.41589 -2.59950 -0.20499 0.30



15
Properties=species:S:1:pos:R:3:mulliken_charge:R:1 method="wB97M-V/def2-TZVPD" spin_multiplicity=1 max_force_ev_per_a=2.366 gap_ha=0.3302 relative_energy_kcal_mol=93.2 e_tot_ev=-9405.789
C -0.86507 -1.45325 -0.38699 -1.23
C -0.50520 -0.30973 0.53517 0.03
C -0.86998 2.23921 0.00996 -0.84
C -0.44778 1.00095 0.05759 0.38
H -0.80771 -0.41239 1.57580 0.35
H -1.94822 -1.58067 -0.47204 0.36
H -0.47367 -1.27451 -1.39080 0.32
H -0.44554 -2.39077 -0.01365 0.31
H -1.92288 2.42664 0.19661 0.26
H -0.22059 3.06903 -0.23051 0.30
C 1.42419 -0.01780 0.31443 0.06
O 2.11431 -1.15707 0.05419 -0.46
O 1.24987 0.82921 -0.66832 -0.62
H 2.06150 -1.29663 -0.90483 0.37
H 1.65677 0.32779 1.32339 0.42



15
Properties=species:S:1:pos:R:3:mulliken_charge:R:1 method="wB97M-V/def2-TZVPD" spin_multiplicity=1 max_force_ev_per_a=0.429 gap_ha=0.3677 relative_energy_kcal_mol=122.3 e_tot_ev=-9404.529
C 1.32207 1.03138 -0.04795 -1.00
C 0.34952 0.57628 0.73440 0.45
O 0.59079 -0.21016 1.84311 -0.52
C -1.12432 0.76856 0.47613 -0.72
C -1.67380 -0.45733 -0.21834 0.23
O -1.11632 -0.70918 -1.54430 -0.15
C -0.71811 -1.52953 -0.63092 -0.41
H 1.10650 1.58326 -0.95783 0.26
H 2.36166 0.81145 0.17211 0.40
H 2.10828 -1.06201 -1.31786 0.10
H 0.89929 -1.08064 1.55133 0.38
H -1.64010 0.88583 1.43553 0.29
H -1.30885 1.66594 -0.12500 0.31
H -2.73021 -0.70718 -0.16405 0.44
H 1.57360 -1.56667 -1.20636 -0.07



15
Properties=species:S:1:pos:R:3:mulliken_charge:R:1 method="wB97M-V/def2-TZVPD" spin_multiplicity=1 max_force_ev_per_a=0.771 gap_ha=0.3481 relative_energy_kcal_mol=137.5 e_tot_ev=-9403.871
C 1.73732 -0.29375 0.08988 -0.81
C 0.88033 0.69159 0.32112 -0.17
C -0.17860 1.33574 -0.50733 -0.14
O -0.76838 0.74081 -1.66276 -0.51
C -1.50859 0.73605 -0.42141 0.08
C -1.45768 -0.57244 0.31573 -0.42
O -1.08392 -1.51080 -0.50082 -0.21
H 2.49068 -0.50603 0.84262 0.39
H 1.73697 -0.93657 -0.78707 0.24
H 0.71666 -1.77961 1.63119 0.05
H 0.86794 1.13808 1.31573 0.27
H -0.05765 2.41700 -0.59859 0.44
H -2.42765 1.31686 -0.36582 0.44
H -0.00547 -1.63272 1.73630 -0.01
H -0.94197 -1.14422 -1.40876 0.35



15
Properties=species:S:1:pos:R:3:mulliken_charge:R:1 method="wB97M-V/def2-TZVPD" spin_multiplicity=1 max_force_ev_per_a=0.792 gap_ha=0.3470 relative_energy_kcal_mol=72.8 e_tot_ev=-9406.674
C 2.45522 -0.11024 0.14347 -1.23
C 0.99756 0.33231 0.25840 -0.18
C 0.12742 -0.42926 -0.74773 -0.13
C -1.32791 -0.10633 -0.88127 -0.82
O -1.82185 0.17545 0.31680 -0.12
C -3.21983 0.31222 0.13896 0.36
O -3.96704 -0.58612 0.33363 -0.40
H 2.56205 -1.17417 0.38608 0.32
H 3.10792 0.45529 0.81581 0.35
H 2.82347 0.03240 -0.87969 0.33
H 0.92221 1.40865 0.05690 0.29
H 0.62866 0.17860 1.27843 0.27
H 0.56291 -0.36819 -1.75111 0.31
H 0.11922 -1.50682 -0.50075 0.31
H -3.47938 1.33439 -0.16237 0.35